(1)
4 unconnected molecules or ions with the total composition C6H18FO6 in a non-equilibrium geometry, computed with the ωB97M-V functional and the def2-TZVPD basis.

Calculated values
E	-21517.9132	eV
LUMO energy	3.639	eV
F_max	2.76	eV Å⁻¹
net charge	-1
HOMO-LUMO gap	0.3622	hartree

Each line ends with the natural charge from an NBO analysis.
Element x y z (Å)
F: -0.3569 0.1193 -0.0343  -0.89
C: -3.7735 0.0349 -0.0682  -0.08
C: -3.6112 -1.3476 -0.5432  -0.08
O: -2.3464 -1.8315 -0.2299  -0.75
O: -2.9984 0.9370 -0.8078  -0.76
H: -3.5153 0.1319 0.9863  0.16
H: -4.7831 0.4348 -0.1626  0.16
H: -3.7402 -1.2154 -1.6174  0.15
H: -4.3599 -1.9605 -0.0412  0.16
H: -1.6518 -1.1690 -0.2454  0.51
H: -2.0919 0.9881 -0.4961  0.51
C: 2.1567 -0.1585 -2.2687  -0.09
C: 2.4605 -1.5498 -1.6927  -0.09
O: 2.0648 -1.5045 -0.2822  -0.77
O: 0.7901 -0.0273 -2.5732  -0.76
H: 2.5753 -0.1186 -3.2743  0.15
H: 2.5627 0.6905 -1.7188  0.19
H: 3.5047 -1.8622 -1.6955  0.16
H: 1.8454 -2.3076 -2.1779  0.17
H: 1.1669 -1.1757 -0.1971  0.50
H: 0.2441 0.2064 -1.8189  0.51
C: 1.0284 1.4105 2.8867  -0.08
C: 2.2378 1.4769 1.9307  -0.09
O: 1.7479 1.7114 0.5958  -0.76
O: 0.2326 0.2843 2.6457  -0.75
H: 0.3946 2.2711 2.6726  0.16
H: 1.4403 1.3706 3.8951  0.15
H: 2.8428 0.5704 1.9177  0.17
H: 2.8901 2.2746 2.2861  0.15
H: 1.1219 1.0129 0.3909  0.50
H: -0.0788 0.3023 1.7378  0.50

(2)
5 unconnected molecules or ions with the total composition C34H81BN6O5P in a non-equilibrium geometry, computed with the ωB97M-V functional and the def2-TZVPD basis.

Calculated values
E	-65704.3639	eV
LUMO energy	-4.001	eV
F_max	9.03	eV Å⁻¹
net charge	+1
HOMO-LUMO gap	0.2866	hartree

Each line ends with the Löwdin charge.
Element x y z (Å)
C: -6.1816 -3.0347 -0.5417  -0.15
C: -4.6696 -3.6513 -0.6996  -0.21
C: -3.9731 -3.0530 -2.0936  -0.21
O: -3.2524 -1.7936 -1.8735  -0.18
C: -1.9775 -1.7502 -2.6569  -0.12
N: -2.1540 -1.7120 -4.1413  0.08
B: -1.7356 -2.9855 -4.9224  -0.39
C: -0.1680 -3.2799 -5.4019  -0.01
O: -2.8476 -3.9287 -5.2439  0.05
C: -2.6379 -0.7197 -4.9315  -0.14
N: -2.7344 -1.0456 -6.4061  0.18
C: -3.3372 0.2443 -6.9072  -0.05
C: -3.6319 0.3772 -8.5076  -0.11
C: -5.2310 0.3766 -8.9208  -0.24
N: -5.5291 1.6364 -9.7475  -0.05
N: -3.5231 1.1636 -5.7232  -0.08
C: -4.1541 2.4703 -6.0971  -0.20
N: -3.0457 3.4895 -6.4302  0.01
N: -3.0791 0.6430 -4.4829  -0.01
P: -3.1161 1.5047 -2.9362  0.82
O: -4.2906 1.0206 -1.9392  -0.34
O: -3.4820 3.2449 -3.0939  -0.20
O: -1.5438 1.5744 -2.1057  -0.21
H: -6.6219 -3.3898 0.4858  0.08
H: -6.1666 -1.8499 -0.5339  0.09
H: -6.8463 -3.4699 -1.4022  0.08
H: -4.0020 -3.4703 0.2491  0.12
H: -4.7860 -4.8267 -0.8582  0.12
H: -4.8901 -2.9209 -2.8468  0.14
H: -3.3327 -3.9318 -2.5249  0.12
H: -1.4736 -2.8041 -2.3942  0.17
H: -1.1988 -0.9716 -2.2149  0.16
H: 0.4477 -3.6933 -4.4904  0.09
H: 0.3223 -2.2736 -5.7772  0.07
H: -0.2125 -4.1155 -6.2374  0.09
H: -2.5038 -4.7227 -5.7495  0.12
H: -3.1900 1.4196 -8.8871  0.12
H: -3.0872 -0.4530 -9.1491  0.14
H: -5.3631 -0.5319 -9.6822  0.14
H: -5.9336 0.2849 -7.9805  0.13
H: -5.6309 2.4773 -9.1364  0.06
H: -4.7199 1.8590 -10.3875  0.08
H: -4.8300 2.4389 -7.0794  0.13
H: -4.8922 2.8806 -5.2527  0.14
H: -3.1880 3.7656 -7.4481  0.08
H: -2.1766 2.8809 -6.4745  0.07
H: -4.4709 3.3884 -3.0206  0.09
H: -1.7130 1.7778 -1.1185  0.10
C: 0.2890 4.5831 4.0147  -0.10
C: 1.3988 4.0847 3.1022  -0.27
C: 1.0050 4.0695 1.6235  -0.22
C: -0.1599 3.1376 1.2666  -0.23
C: 0.0436 1.6666 1.6360  -0.27
C: 1.2149 1.0212 0.9126  -0.11
H: -0.5907 3.9348 3.9724  0.07
H: 0.6359 4.6036 5.0533  0.06
H: -0.0156 5.5978 3.7394  0.08
H: 1.7220 3.0891 3.4245  0.09
H: 2.2690 4.7419 3.2223  0.11
H: 1.8834 3.7983 1.0269  0.10
H: 0.7376 5.0890 1.3158  0.11
H: -0.3408 3.2110 0.1872  0.09
H: -1.0767 3.4984 1.7484  0.11
H: -0.8693 1.1157 1.3794  0.10
H: 0.1731 1.5563 2.7185  0.10
H: 1.0823 1.0791 -0.1723  0.07
H: 1.2925 -0.0358 1.1883  0.07
H: 2.1635 1.5006 1.1705  0.07
C: 0.5158 1.3252 -7.1022  -0.11
C: 1.1482 0.0733 -7.6901  -0.27
C: 2.5739 -0.1749 -7.1924  -0.23
C: 3.5925 0.9124 -7.5572  -0.22
C: 3.7402 1.1931 -9.0542  -0.27
C: 4.2411 -0.0054 -9.8445  -0.11
H: 1.0656 2.2270 -7.3858  0.08
H: -0.5112 1.4350 -7.4663  0.04
H: 0.4836 1.2691 -6.0095  0.08
H: 1.1266 0.1279 -8.7837  0.10
H: 0.5300 -0.7903 -7.4152  0.08
H: 2.9194 -1.1408 -7.5781  0.10
H: 2.5566 -0.2783 -6.0994  0.11
H: 4.5689 0.6185 -7.1528  0.11
H: 3.3271 1.8467 -7.0479  0.10
H: 4.4529 2.0167 -9.1833  0.11
H: 2.7908 1.5417 -9.4757  0.10
H: 5.2128 -0.3411 -9.4689  0.08
H: 4.3598 0.2615 -10.8999  0.07
H: 3.5421 -0.8450 -9.7924  0.06
C: 2.3953 -0.1633 7.1447  -0.11
C: 2.2225 1.2028 6.4991  -0.27
C: 3.5142 2.0226 6.4634  -0.23
C: 4.1019 2.3772 7.8351  -0.22
C: 3.1672 3.1537 8.7652  -0.27
C: 2.7671 4.5143 8.2168  -0.11
H: 2.6957 -0.0799 8.1929  0.06
H: 1.4508 -0.7168 7.1137  0.07
H: 3.1505 -0.7521 6.6144  0.08
H: 1.4298 1.7562 7.0138  0.10
H: 1.8748 1.0588 5.4687  0.09
H: 3.3327 2.9430 5.8967  0.09
H: 4.2728 1.4670 5.8964  0.11
H: 5.0143 2.9651 7.6767  0.11
H: 4.4221 1.4595 8.3432  0.10
H: 3.6781 3.3023 9.7242  0.11
H: 2.2687 2.5665 8.9853  0.10
H: 3.6496 5.1353 8.0338  0.08
H: 2.1280 5.0377 8.9358  0.07
H: 2.2079 4.4249 7.2813  0.05
C: 0.8937 -2.2903 10.3444  -0.11
C: 2.2784 -2.7606 9.9270  -0.27
C: 2.2550 -3.7483 8.7584  -0.23
C: 1.5261 -5.0696 9.0334  -0.23
C: 2.0595 -5.8750 10.2202  -0.27
C: 3.5010 -6.3250 10.0426  -0.12
H: 0.2752 -3.1195 10.6991  0.07
H: 0.9726 -1.5633 11.1596  0.07
H: 0.3779 -1.8072 9.5085  0.07
H: 2.7951 -3.1964 10.7887  0.10
H: 2.8677 -1.8847 9.6287  0.09
H: 3.2863 -3.9587 8.4531  0.10
H: 1.7798 -3.2659 7.8940  0.10
H: 1.5835 -5.6886 8.1295  0.11
H: 0.4593 -4.8716 9.1927  0.10
H: 1.4307 -6.7648 10.3453  0.11
H: 1.9645 -5.3007 11.1485  0.10
H: 3.6089 -6.9407 9.1442  0.08
H: 3.8181 -6.9234 10.9032  0.07
H: 4.1833 -5.4742 9.9621  0.07

(3)
2 unconnected molecules or ions with the total composition C3H9NO in a non-equilibrium geometry, computed with the ωB97M-V functional and the def2-TZVPD basis.

Calculated values
E	-6792.9976	eV
LUMO energy	0.752	eV
F_max	5.05	eV Å⁻¹
HOMO-LUMO gap	0.3495	hartree
SMILES	C=C(C)N.O

Each line ends with the natural charge from an NBO analysis.
Element x y z (Å)
C: 1.0452 2.0053 -0.6321  -0.47
C: 0.4483 0.8604 -0.2271  0.18
C: -0.8437 0.8725 0.5079  -0.67
N: 0.9804 -0.4501 -0.5466  -0.85
H: 1.8400 2.0369 -1.2453  0.19
H: 0.7474 2.9809 -0.1070  0.20
H: -1.5159 1.3943 -0.0789  0.23
H: -0.9234 1.4881 1.5073  0.23
H: -1.1086 -0.0928 0.8859  0.22
H: 0.5037 -0.9475 -1.2634  0.37
H: 2.0415 -0.3719 -0.7811  0.38
O: -0.7976 -3.5754 0.5552  -0.92
H: -0.9708 -2.7623 0.1194  0.46
H: -1.4465 -3.4385 1.3058  0.46